(1)
One molecule with the formula C10H7NO3 at a distorted geometry. Source: the OMol25 dataset; level of theory: ωB97M-V with the def2-TZVPD basis set.

Output
E in eV: -18110.78298
⟨S²⟩: 2.06
Strongest force on any atom in eV/A: 5.303

ORCA input file:
```
! wB97M-V def2-TZVPD RIJCOSX def2/J DEFGRID3
* xyz 0 3
O -2.97751 -0.60489 -0.11922
H -4.80984 0.32631 -0.24199
H -0.81365 -2.14644 -0.08807
C 3.42190 -0.23664 -0.04391
C -1.67193 1.23381 0.01004
H 1.56226 -2.73870 0.49331
C 0.90071 -0.65574 0.24076
C 2.24128 0.55838 -0.01531
O 4.55846 0.16261 -0.11122
C -1.67925 -0.17756 -0.02405
C 1.92512 1.87324 0.03931
C -3.00275 1.63339 -0.07980
C -3.75011 0.47839 -0.15766
H 1.57712 -2.13169 -1.18136
H -3.37912 2.63551 -0.09270
H -0.79965 1.85053 0.08664
C -0.65800 -1.08921 -0.00297
O 3.13604 -1.57213 0.00863
N 1.55238 2.97075 0.08070
H 0.90301 -0.50641 1.33072
C 1.76355 -1.86353 -0.13184
*
```

Partial charges, Mulliken, in e: atom 1 (O): -0.36, atom 2 (H): 0.45, atom 3 (H): 0.40, atom 4 (C): 0.44, atom 5 (C): 0.03, atom 6 (H): 0.35, atom 7 (C): 0.34, atom 8 (C): 0.20, atom 9 (O): -0.54, atom 10 (C): 0.33, atom 11 (C): 0.34, atom 12 (C): -0.72, atom 13 (C): -0.31, atom 14 (H): 0.31, atom 15 (H): 0.45, atom 16 (H): 0.33, atom 17 (C): -0.89, atom 18 (O): -0.32, atom 19 (N): -0.51, atom 20 (H): 0.33, atom 21 (C): -0.65

=====

(2)
C10H8AsCl5OReS5 as an isolated structure at a distorted geometry. Source: the OMol25 dataset; level of theory: ωB97M-V with the def2-TZVPD basis set.

Output
E in eV: -192273.94433
Strongest force on any atom in eV/A: 2.775

ORCA input file:
```
! wB97M-V def2-TZVPD RIJCOSX def2/J DEFGRID3
* xyz 3 1
C 0.23592 3.24746 -2.58877
H -2.62709 0.56019 2.11408
H -0.20565 -1.20640 4.99293
Cl 0.55640 4.78008 -1.99244
C -2.54842 -0.33704 2.73820
H -1.95934 0.74514 4.49327
C 0.16175 2.09073 -1.83105
S 5.79929 -2.53776 -2.96771
C -1.92574 -0.28989 4.16084
C -0.51012 -0.75625 4.08264
Cl -1.01896 1.70581 -6.08786
H 0.19850 0.03740 3.75384
C -0.00636 0.79445 -2.31021
H -2.49449 -0.96481 4.73521
C -0.40331 0.66470 -3.68089
S -0.05391 -2.17726 -1.80781
As 4.42950 -3.29580 -1.56532
S 6.39742 -3.32819 -0.93051
S -1.47779 -1.35699 1.69112
S 2.61278 -0.38382 -0.88377
Cl -0.67224 -0.89135 -4.31160
H -3.54612 -0.81029 2.67633
C -0.10010 3.07189 -3.98570
Re 0.52932 -0.40531 -0.77694
Cl 0.63832 2.09546 -0.15681
Cl -0.15639 4.44757 -4.99341
C -0.50361 1.81935 -4.48675
H 0.52155 -2.12553 2.60336
C -0.43434 -1.89074 3.05418
O -0.54174 -0.40947 0.88497
H -0.89501 -2.89334 3.37658
*
```

Partial charges, Mulliken, in e: atom 1 (C): -0.45, atom 2 (H): 0.38, atom 3 (H): 0.39, atom 4 (Cl): -0.09, atom 5 (C): -0.58, atom 6 (H): 0.31, atom 7 (C): 0.88, atom 8 (S): 0.12, atom 9 (C): -0.62, atom 10 (C): -0.55, atom 11 (Cl): -0.09, atom 12 (H): 0.27, atom 13 (C): -0.65, atom 14 (H): 0.36, atom 15 (C): 0.82, atom 16 (S): -0.02, atom 17 (As): 0.70, atom 18 (S): 0.13, atom 19 (S): 0.39, atom 20 (S): 0.06, atom 21 (Cl): -0.17, atom 22 (H): 0.45, atom 23 (C): 0.56, atom 24 (Re): 1.04, atom 25 (Cl): -0.12, atom 26 (Cl): -0.05, atom 27 (C): -0.06, atom 28 (H): 0.40, atom 29 (C): -0.68, atom 30 (O): -0.56, atom 31 (H): 0.44

=====

(3)
One molecule with the formula C10H8BNO2 at a distorted geometry. Source: the OMol25 dataset; level of theory: ωB97M-V with the def2-TZVPD basis set.

Output
E in eV: -16756.06957
Strongest force on any atom in eV/A: 4.910

ORCA input file:
```
! wB97M-V def2-TZVPD RIJCOSX def2/J DEFGRID3
* xyz 0 1
O -1.55831 3.45483 0.93651
H 1.34325 -2.88510 -3.08410
C 1.74857 -2.58218 -0.89667
C 1.49465 -0.17830 3.53754
C 0.39007 -1.10631 -2.23773
H -4.07126 2.77270 1.21948
O -3.50992 2.02479 0.93334
C 1.03322 -0.03505 2.42888
C 0.71067 -0.56074 0.12949
H -0.03030 -0.77950 -3.11466
N 0.52709 0.12073 1.22055
C 1.15798 -2.21503 -2.14258
H 2.26586 -0.13345 4.24594
H 2.24648 -1.92922 0.90517
H -1.22386 0.54322 -2.37504
H -1.78229 3.81549 1.86867
C 0.08736 -0.23173 -1.16027
C -1.59023 1.69846 -0.70166
B -2.30478 2.48184 0.45623
C -0.94508 0.78086 -1.36759
H 2.35405 -3.37962 -0.91364
C 1.65677 -1.67669 0.11216
*
```

Partial charges, Mulliken, in e: atom 1 (O): -0.47, atom 2 (H): 0.24, atom 3 (C): -0.80, atom 4 (C): -0.60, atom 5 (C): -0.79, atom 6 (H): 0.30, atom 7 (O): -0.47, atom 8 (C): 0.21, atom 9 (C): 0.96, atom 10 (H): 0.36, atom 11 (N): -0.48, atom 12 (C): -0.28, atom 13 (H): 0.35, atom 14 (H): 0.45, atom 15 (H): 0.31, atom 16 (H): 0.32, atom 17 (C): 0.69, atom 18 (C): -0.55, atom 19 (B): 0.46, atom 20 (C): -0.07, atom 21 (H): 0.47, atom 22 (C): -0.60

=====

(4)
C10H8CeN3O6 as an isolated structure at a distorted geometry. Source: the OMol25 dataset; level of theory: ωB97M-V with the def2-TZVPD basis set.

Output
Energy relative to the best compared isomer or geometry (same formula, charge and spin) in kJ/mol: 258.4
E in eV: -40150.03610
Strongest force on any atom in eV/A: 7.327

ORCA input file:
```
! wB97M-V def2-TZVPD RIJCOSX def2/J DEFGRID3
* xyz 3 1
C 0.27048 1.48215 0.67746
Ce 1.10655 -0.89332 0.46417
C -0.10452 -2.55611 4.99234
N 0.98495 -1.95953 4.37270
N -0.01935 -2.08319 2.24203
H -2.16835 -2.59232 1.05621
C 2.04354 -1.52050 5.27404
H -2.96209 -3.41704 2.40491
H 1.62550 -1.25782 6.24362
C -0.89127 2.16888 -2.96213
H 2.72215 -2.33152 5.50729
O 2.05520 -1.10248 2.49382
H -0.03398 -0.60907 -0.71244
C 2.07016 0.82370 -1.11762
H -2.02721 -3.44709 4.63093
C -1.12546 -2.98274 4.21195
C 1.74937 -2.16832 -1.76322
C 0.98815 -1.64026 3.05671
H 2.65345 -0.67742 4.93700
O 1.68312 -3.31502 -1.55362
O 0.04254 2.50810 1.01120
O -0.78538 3.14118 -2.35918
C -1.31464 -0.50993 -0.01232
H -0.00291 -2.69247 6.08397
O 2.33079 1.68640 -1.84482
O -2.31523 -0.35529 -0.64176
C -1.13425 -2.65250 2.83784
N -2.12181 -2.99453 2.00452
*
```

Partial charges, Mulliken, in e: atom 1 (C): 0.13, atom 2 (Ce): 1.01, atom 3 (C): -0.15, atom 4 (N): 0.14, atom 5 (N): -0.17, atom 6 (H): 0.10, atom 7 (C): -1.02, atom 8 (H): 0.30, atom 9 (H): 0.39, atom 10 (C): 0.14, atom 11 (H): 0.39, atom 12 (O): -0.65, atom 13 (H): 0.26, atom 14 (C): 0.33, atom 15 (H): 0.38, atom 16 (C): -0.88, atom 17 (C): 0.29, atom 18 (C): 0.59, atom 19 (H): 0.35, atom 20 (O): -0.06, atom 21 (O): 0.10, atom 22 (O): -0.13, atom 23 (C): 0.16, atom 24 (H): 0.45, atom 25 (O): -0.06, atom 26 (O): -0.10, atom 27 (C): 0.96, atom 28 (N): -0.25

=====

(5)
C10H8Cl2INO5 as an isolated structure at a distorted geometry. Source: the OMol25 dataset; level of theory: ωB97M-V with the def2-TZVPD basis set.

Output
E in eV: -55369.80908
Strongest force on any atom in eV/A: 1.419

ORCA input file:
```
! wB97M-V def2-TZVPD RIJCOSX def2/J DEFGRID3
* xyz 0 1
H -4.61418 -0.39582 -1.12015
C -0.55108 0.21987 0.99272
I 4.60382 0.39942 -0.99429
C 3.21004 -0.08277 1.45181
O 3.94554 0.37459 2.25990
H -3.97218 1.23062 -1.30766
C 1.30388 -0.28518 3.02388
O 1.18792 -1.36777 -4.88589
H -0.45985 -0.42938 4.24332
H 1.16651 0.32362 -0.30168
C -3.71119 0.18268 -1.25630
C -0.04711 -0.25542 3.27030
H 0.67988 0.70130 -2.87727
Cl -1.08903 1.58675 -1.23930
H -1.90278 0.01966 2.50130
O 0.22995 -0.01389 -3.34292
C 1.74163 -0.07057 1.72436
O 2.39638 0.23057 -3.82192
H -3.25117 -0.13652 -2.18310
N -0.91870 -0.00333 2.27121
C 0.82429 0.17436 0.70415
O 3.51003 -0.67441 0.32129
C 1.37462 -0.44297 -4.11495
H 1.99848 -0.48196 3.81596
C -2.77945 -0.07386 -0.13911
C -1.56972 0.48442 -0.03556
Cl -3.30652 -1.21401 1.03992
*
```

Partial charges, Mulliken, in e: atom 1 (H): 0.41, atom 2 (C): 0.45, atom 3 (I): 0.38, atom 4 (C): 0.41, atom 5 (O): -0.51, atom 6 (H): 0.33, atom 7 (C): -0.54, atom 8 (O): -0.68, atom 9 (H): 0.43, atom 10 (H): 0.50, atom 11 (C): -1.40, atom 12 (C): -0.54, atom 13 (H): 0.26, atom 14 (Cl): -0.14, atom 15 (H): 0.27, atom 16 (O): -0.45, atom 17 (C): 0.58, atom 18 (O): -0.72, atom 19 (H): 0.39, atom 20 (N): -0.01, atom 21 (C): -0.35, atom 22 (O): -0.62, atom 23 (C): 0.61, atom 24 (H): 0.50, atom 25 (C): 0.61, atom 26 (C): 0.03, atom 27 (Cl): -0.21

=====

(6)
One molecule with the formula C10H8ClN at a distorted geometry. Source: the OMol25 dataset; level of theory: ωB97M-V with the def2-TZVPD basis set.

Output
Energy relative to the best compared isomer or geometry (same formula, charge and spin) in kJ/mol: 85.3
E in eV: -24509.35904
Strongest force on any atom in eV/A: 1.250

ORCA input file:
```
! wB97M-V def2-TZVPD RIJCOSX def2/J DEFGRID3
* xyz 0 1
C -2.00607 0.09454 1.00278
C -1.40965 -1.11904 1.35632
C -0.17242 -1.43075 0.87203
C 0.43904 3.11349 -0.47324
H 2.12747 -1.97350 -0.21957
C -0.05238 0.71985 -0.29521
C 0.99580 3.36814 0.75170
H 2.42326 -0.37971 -1.07361
C 1.77700 -0.98540 -0.46182
Cl -0.60156 4.29512 -1.16713
N 1.51154 3.57151 1.77050
C -1.31828 0.98812 0.20255
H -1.79064 1.92628 -0.05212
H 1.67074 1.56572 -1.26232
H 0.29781 -2.36538 1.14032
H 0.15662 1.81585 -2.13954
C 0.60720 1.78254 -1.14362
H -1.93242 -1.80918 2.00389
H -2.99602 0.33850 1.35539
C 0.56209 -0.54601 0.01561
*
```

Partial charges, Mulliken, in e: atom 1 (C): -0.65, atom 2 (C): -0.59, atom 3 (C): -0.60, atom 4 (C): -0.21, atom 5 (H): 0.31, atom 6 (C): 0.74, atom 7 (C): 0.44, atom 8 (H): 0.29, atom 9 (C): -1.46, atom 10 (Cl): -0.13, atom 11 (N): -0.41, atom 12 (C): -0.28, atom 13 (H): 0.34, atom 14 (H): 0.26, atom 15 (H): 0.34, atom 16 (H): 0.35, atom 17 (C): -0.47, atom 18 (H): 0.38, atom 19 (H): 0.38, atom 20 (C): 0.99

=====

(7)
One molecule with the formula C10H8F2 at a distorted geometry. Source: the OMol25 dataset; level of theory: ωB97M-V with the def2-TZVPD basis set.

Output
E in eV: -15933.29253
SMILES string: C[C@H]1C(F)=C(F)c2ccccc21
Strongest force on any atom in eV/A: 3.919

ORCA input file:
```
! wB97M-V def2-TZVPD RIJCOSX def2/J DEFGRID3
* xyz 0 1
C 0.88271 -1.02490 -1.86407
C 1.42684 1.17904 0.96676
C -1.59994 -1.12284 -1.78758
H 1.71500 -1.23731 -2.51022
H -0.68251 1.89406 1.05186
H -0.37667 -1.88653 -3.25458
C -0.34928 -0.02062 -0.00701
H 0.04135 -0.58865 2.73976
H -2.45469 -1.48315 -2.26171
C -0.09280 0.97465 1.17130
H -0.06645 1.14996 3.35537
F 2.00443 2.14824 1.70439
C 1.85463 0.63890 -0.14048
H -1.55732 0.43762 2.62166
H -2.34864 -0.22742 0.05152
F 2.99278 0.87716 -0.80355
C -1.50777 -0.43456 -0.56365
C -0.35067 -1.45773 -2.33899
C 0.87931 -0.25614 -0.69277
C -0.41032 0.44021 2.56199
*
```

Partial charges, Mulliken, in e: atom 1 (C): -0.89, atom 2 (C): 0.02, atom 3 (C): -1.01, atom 4 (H): 0.39, atom 5 (H): 0.39, atom 6 (H): 0.43, atom 7 (C): -0.31, atom 8 (H): 0.32, atom 9 (H): 0.45, atom 10 (C): 0.28, atom 11 (H): 0.35, atom 12 (F): -0.30, atom 13 (C): 0.46, atom 14 (H): 0.31, atom 15 (H): 0.38, atom 16 (F): -0.30, atom 17 (C): -0.04, atom 18 (C): -0.30, atom 19 (C): 0.55, atom 20 (C): -1.18

=====

(8)
One molecule with the formula C10H8F2O at a distorted geometry. Source: the OMol25 dataset; level of theory: ωB97M-V with the def2-TZVPD basis set.

Output
E in eV: -17975.18267
⟨S²⟩: 2.05
Strongest force on any atom in eV/A: 5.745

ORCA input file:
```
! wB97M-V def2-TZVPD RIJCOSX def2/J DEFGRID3
* xyz 0 3
H -2.54679 1.97523 -1.80478
H -0.32761 2.78226 -1.59731
C -1.28535 -0.65583 -0.27404
H -3.12944 -0.32084 -0.92614
C 1.56969 -2.27660 -0.18007
H 2.60418 -0.73802 2.35975
C -2.18260 0.11741 -0.91838
H 0.96367 -2.57199 -1.01105
C -0.07030 -0.19539 0.08036
O 2.68166 -2.69704 -0.10404
C 0.49060 -1.25794 2.25884
C -1.73834 1.35765 -1.38535
C 1.67441 -0.37998 1.98104
C 0.87669 -1.10358 0.86689
C 0.40078 1.04371 -0.39074
H -1.51727 -1.54740 0.22368
F -0.68771 -0.73309 2.63458
H 1.48834 0.65160 2.32429
C -0.44101 1.77886 -1.20253
F 0.62018 -2.37623 2.96879
H 1.34658 1.57051 -0.22634
*
```

Partial charges, Mulliken, in e: atom 1 (H): 0.34, atom 2 (H): 0.33, atom 3 (C): -0.13, atom 4 (H): 0.43, atom 5 (C): -0.21, atom 6 (H): 0.34, atom 7 (C): -0.70, atom 8 (H): 0.43, atom 9 (C): 0.17, atom 10 (O): -0.42, atom 11 (C): 1.08, atom 12 (C): -0.38, atom 13 (C): -1.08, atom 14 (C): 0.35, atom 15 (C): -0.48, atom 16 (H): 0.42, atom 17 (F): -0.29, atom 18 (H): 0.32, atom 19 (C): -0.55, atom 20 (F): -0.33, atom 21 (H): 0.35

=====

(9)
A 2-piece molecular cluster, C10H8FNO2 overall at a distorted geometry. Source: the OMol25 dataset; level of theory: ωB97M-V with the def2-TZVPD basis set.

Output
Energy relative to the best compared isomer or geometry (same formula, charge and spin) in kJ/mol: 10.3
E in eV: -18798.97141
Strongest force on any atom in eV/A: 3.350

ORCA input file:
```
! wB97M-V def2-TZVPD RIJCOSX def2/J DEFGRID3
* xyz 0 1
C -3.07794 0.96040 -0.41321
C 0.89750 -1.25418 -2.79559
C -1.12287 0.63680 -1.77047
N 1.54707 -1.08116 -3.73043
C -2.92370 -0.30624 0.12811
H -2.30204 2.41276 -1.78104
O 2.59087 -1.30511 0.24774
H 3.65788 0.16662 1.29268
H 3.42124 -1.40262 2.12602
C -2.17561 1.42599 -1.36026
H -0.41911 0.98560 -2.51025
H 4.59151 -1.27175 0.77819
C -0.96191 -0.64382 -1.22489
O 1.97954 0.77699 -0.50555
C -1.87128 -1.10538 -0.26630
H -1.74725 -2.09521 0.14835
H -3.62843 -0.67256 0.86031
C 0.13423 -1.47107 -1.64138
F 0.20630 -2.72679 -1.12605
H -3.90209 1.58391 -0.10076
C 1.98487 -0.40198 -0.39533
C 3.64312 -0.91686 1.17758
*
```

Partial charges, Mulliken, in e: atom 1 (C): -0.42, atom 2 (C): 0.40, atom 3 (C): -0.44, atom 4 (N): -0.48, atom 5 (C): -0.48, atom 6 (H): 0.38, atom 7 (O): -0.26, atom 8 (H): 0.34, atom 9 (H): 0.24, atom 10 (C): -0.67, atom 11 (H): 0.37, atom 12 (H): 0.26, atom 13 (C): 0.71, atom 14 (O): -0.45, atom 15 (C): -0.44, atom 16 (H): 0.43, atom 17 (H): 0.39, atom 18 (C): 0.12, atom 19 (F): -0.35, atom 20 (H): 0.38, atom 21 (C): 0.63, atom 22 (C): -0.65

=====

E of number 4 (C10H8CeN3O6)? -40150.03610 eV